1.
Molecular formula: C4H7IN2O
Method: DFT, the ωB97M-V functional and the def2-TZVPD basis

The calculation puts the LUMO energy (alpha / beta) at -0.04 / -0.87 eV. The relative energy (zero: lowest compared OMol25 entry of this formula, charge and spin) is 136.85 kcal/mol. For the orbital gap (alpha / beta), the calculation gives 8.441 / 7.425 eV. The HOMO energy (alpha / beta) comes out at -0.312 / -0.305 Ha.

Element x y z (Å)
C -0.559 1.273 -0.807
C -0.584 -0.086 -0.859
C -0.339 1.938 0.451
C -0.314 -2.204 0.216
N -0.462 -0.771 0.276
N 1.473 0.678 1.222
O 1.164 1.727 0.546
I 2.925 -0.414 0.304
H -0.328 1.627 -1.767
H -0.479 -0.545 -1.848
H -0.456 3.053 0.669
H -0.907 1.433 1.281
H 0.250 -2.620 1.034
H -1.460 -2.517 0.141
H 0.079 -2.573 -0.857

How is the electron density shared among the atoms? According to Löwdin, the charges in e are: -0.0809, -0.2319, -0.1427, -0.1740, -0.0611, -0.4852, -0.3094, 0.7307, 0.0925, 0.1184, 0.1415, 0.1293, 0.0475, 0.1221, 0.1031


2.
Molecular formula: C4H7INO4S
Method: DFT, the ωB97M-V functional and the def2-TZVPD basis

The calculation puts the LUMO energy at 3.04 eV. The relative energy (zero: lowest compared OMol25 entry of this formula, charge and spin) is 4.58 kcal/mol. For the orbital gap, the calculation gives 8.289 eV. The net charge is -1. The HOMO energy comes out at -0.193 Ha.

Element x y z (Å)
C 0.152 -2.007 0.024
C -2.003 1.117 -0.815
C -0.870 1.081 0.177
C -1.000 -0.186 0.965
N 1.024 -2.746 -0.061
O 2.042 -0.639 1.159
O 3.584 -1.494 -0.660
O 1.516 -0.280 -1.186
O -0.920 -1.339 0.095
S 2.501 -0.608 -0.204
I 3.740 1.569 -0.075
H -2.994 0.844 -0.393
H -2.093 2.002 -1.398
H -1.595 0.375 -1.494
H -0.957 1.816 1.124
H 0.058 1.006 -0.229
H -0.153 -0.257 1.640
H -2.031 -0.253 1.331

How is the electron density shared among the atoms? According to Löwdin, the charges in e are: -0.4241, -0.0933, -0.2367, -0.1820, 0.1665, -0.4352, -0.4135, -0.4191, 0.0130, 0.0492, 0.3088, 0.0872, 0.0545, 0.0804, 0.1678, 0.0385, 0.1128, 0.1253


3.
Molecular formula: C4H7InO3
Method: DFT, the ωB97M-V functional and the def2-TZVPD basis

The calculation puts the LUMO energy (alpha / beta) at -5.88 / -5.89 eV. The relative energy (zero: lowest compared OMol25 entry of this formula, charge and spin) is 61.01 kcal/mol. For the orbital gap (alpha / beta), the calculation gives 6.690 / 9.221 eV. The net charge is +1. Its expectation value of S² is 0.75. The HOMO energy (alpha / beta) comes out at -0.462 / -0.555 Ha. Its spin multiplicity is 2.

Element x y z (Å)
O 1.978 1.621 -0.108
C 2.390 0.324 0.150
C 1.300 -0.672 -0.098
O 0.087 -0.211 0.371
C -1.143 -0.739 -0.149
C -2.207 0.323 0.134
O -1.781 1.589 -0.251
In 0.085 1.795 -0.008
H 2.830 0.204 1.166
H 1.356 -1.679 -0.522
H -1.369 -1.701 0.333
H -1.018 -0.890 -1.233
H -2.450 0.287 1.216
H -3.124 0.011 -0.402
H 3.068 -0.262 -0.599

How is the electron density shared among the atoms? According to Löwdin, the charges in e are: -0.2268, -0.2923, -0.0616, -0.2175, -0.1242, -0.2652, -0.2348, 1.3557, 0.1468, 0.1496, 0.1578, 0.1495, 0.1404, 0.1533, 0.1693


4.
Molecular formula: C4H7KO3
Method: DFT, the ωB97M-V functional and the def2-TZVPD basis

The calculation puts the LUMO energy (alpha / beta) at -3.70 / -4.17 eV. The relative energy (zero: lowest compared OMol25 entry of this formula, charge and spin) is 8.90 kcal/mol. For the orbital gap (alpha / beta), the calculation gives 8.606 / 8.392 eV. The net charge is +1. Its expectation value of S² is 0.75. The HOMO energy (alpha / beta) comes out at -0.452 / -0.462 Ha. Its spin multiplicity is 2.

Element x y z (Å)
C 0.564 -0.149 1.429
O 0.860 0.829 2.064
K 1.372 0.192 4.619
O 0.414 -1.302 2.028
C -0.145 -2.451 1.356
H -0.379 -3.178 2.138
H -1.055 -2.150 0.829
H 0.602 -2.854 0.666
O 0.243 0.129 -1.158
C 0.209 0.928 -2.115
C -0.688 2.115 -2.170
H 0.714 0.631 -3.055
H -1.348 2.173 -1.297
H -1.292 2.065 -3.091
H -0.071 3.023 -2.243

How is the electron density shared among the atoms? According to Löwdin, the charges in e are: -0.2516, -0.0142, 0.9942, -0.0922, -0.0063, 0.0990, 0.1059, 0.1066, -0.0285, -0.2547, -0.0519, 0.1244, 0.0861, 0.0925, 0.0908


5.
Molecular formula: C4H7LaO
Method: DFT, the ωB97M-V functional and the def2-TZVPD basis

The calculation puts the LUMO energy (alpha / beta) at -14.72 / -14.72 eV. For the orbital gap (alpha / beta), the calculation gives 4.265 / 8.518 eV. The net charge is +3. Its expectation value of S² is 0.75. The HOMO energy (alpha / beta) comes out at -0.698 / -0.854 Ha. Its spin multiplicity is 2.

Element x y z (Å)
C 2.726 0.936 -1.007
C 1.999 0.296 0.159
C 0.795 -0.504 0.353
O -0.415 -0.216 0.396
La -2.455 1.033 1.277
H 3.292 1.829 -0.687
H 2.764 -0.288 0.708
H 3.365 0.199 -1.513
H 1.458 1.071 0.914
C 1.535 1.276 -1.818
H 1.064 2.250 -1.677
H 1.416 0.826 -2.803
H 0.980 -1.599 0.271

How is the electron density shared among the atoms? According to Löwdin, the charges in e are: -0.0994, -0.0979, -0.1851, -0.1975, 1.9435, 0.1860, 0.1838, 0.1668, 0.2037, 0.4133, 0.1451, 0.1540, 0.1835


6.
Molecular formula: C4H7LiLuO2
Method: DFT, the ωB97M-V functional and the def2-TZVPD basis

The calculation puts the LUMO energy (alpha / beta) at -6.89 / -8.43 eV. The relative energy (zero: lowest compared OMol25 entry of this formula, charge and spin) is 34.75 kcal/mol. For the orbital gap (alpha / beta), the calculation gives 6.834 / 5.294 eV. The net charge is +2. Its expectation value of S² is 0.75. The HOMO energy (alpha / beta) comes out at -0.504 / -0.504 Ha. Its spin multiplicity is 2.

Element x y z (Å)
H -3.561 1.624 0.597
C 2.035 0.152 -0.104
C 0.784 -0.647 -0.063
C -0.473 0.208 0.122
C -1.735 -0.605 0.121
O -2.670 -0.387 -0.649
O 3.093 -0.253 0.360
Lu 5.556 0.346 0.524
Li -4.001 0.900 -1.011
H 2.000 1.142 -0.597
H 0.745 -1.144 -1.051
H 0.878 -1.431 0.700
H -0.549 1.007 -0.628
H -0.452 0.703 1.108
H -1.649 -1.615 0.572

How is the electron density shared among the atoms? According to Löwdin, the charges in e are: 0.1664, -0.2185, -0.1264, -0.1443, -0.1869, -0.0907, -0.3544, 1.2625, 0.7927, 0.1467, 0.1615, 0.1458, 0.1346, 0.1486, 0.1624